Entry 1:
The following is a DFT calculation (ωB97M-V/def2-TZVPD) of a single C7H9NO4 molecule at a distorted geometry.

Last column: natural (NBO) charge in e.
Cartesian coordinates (Å):
C 0.80 -1.71 -0.05  -0.168
C -0.58 -1.62 -0.09  -0.230
C 1.75 -0.69 -0.04  -0.391
C -1.29 -0.35 -0.13  -0.265
C 1.59 0.47 -0.66  0.194
C -2.63 -0.33 -0.14  0.354
C 3.36 1.59 0.43  -0.240
N -3.42 0.88 0.00  0.509
O -2.89 1.94 0.12  -0.346
O -4.60 0.65 0.13  -0.415
O -3.48 -1.38 -0.16  -0.678
O 2.40 1.58 -0.59  -0.492
H 1.10 -2.81 0.05  0.223
H -1.25 -2.40 0.13  0.223
H 2.81 -0.82 0.46  0.229
H -0.63 0.49 -0.26  0.240
H 0.64 0.66 -1.38  0.201
H 3.88 0.73 0.53  0.165
H 2.78 1.75 1.46  0.172
H 4.08 2.41 0.29  0.204
H -4.39 -1.05 -0.09  0.513

Output
**ΔE to the lowest compared entry with this formula, charge and spin**: 563.2 kJ/mol
**SMILES**: CO/C=C/C=C\C=C(/O)[N+](=O)[O-]
**LUMO level**: -0.8 eV
**Net charge**: 0
**Multiplicity**: 1
**HOMO**: -8.104 eV



Entry 2:
The following is a DFT calculation (ωB97M-V/def2-TZVPD) of a single C5H11N3 molecule at a distorted geometry.

Last column: natural (NBO) charge in e.
Cartesian coordinates (Å):
C 0.21 0.25 0.80  0.082
N 0.11 -0.33 -0.51  -0.646
C -0.32 0.58 -1.57  0.366
N -1.11 0.43 1.37  -0.851
N -1.57 1.14 -1.37  -0.842
C 1.09 -0.74 1.66  -0.201
C 0.41 0.77 -2.68  -0.608
C 0.95 -2.06 1.64  -0.400
H 0.96 -0.79 -0.79  0.389
H 0.70 1.24 0.81  0.166
H -1.05 0.75 2.33  0.371
H -1.63 -0.44 1.32  0.371
H -1.78 1.95 -1.93  0.386
H -1.91 1.08 -0.42  0.415
H 1.76 -0.27 2.37  0.197
H 0.05 1.37 -3.50  0.200
H 1.37 0.30 -2.80  0.198
H 1.49 -2.69 2.33  0.204
H 0.27 -2.53 0.95  0.203

Output
**ΔE to the lowest compared entry with this formula, charge and spin**: 134.2 kJ/mol
**SMILES**: C=C[C@H](N)NC(=C)N
**LUMO level**: 1.0 eV
**Net charge**: 0
**Multiplicity**: 1
**HOMO**: -7.666 eV



Entry 3:
The following is a DFT calculation (ωB97M-V/def2-TZVPD) of a molecular structure, CH3I at a distorted geometry.

Last column: natural (NBO) charge in e.
Cartesian coordinates (Å):
C -0.44 -0.14 0.02  -0.862
I -2.51 0.00 -0.01  0.151
H 0.01 -0.22 1.08  0.246
H -0.04 -0.79 -0.84  0.243
H 0.25 1.01 -0.22  0.221

Output
**ΔE to the lowest compared entry with this formula, charge and spin**: 118.1 kJ/mol
**LUMO level**: 0.4 eV
**Net charge**: 0
**Multiplicity**: 1
**HOMO**: -9.391 eV



Entry 4:
The following is a DFT calculation (ωB97M-V/def2-TZVPD) of a molecular structure, C28H25BrNPTi at a distorted geometry.

Last column: natural (NBO) charge in e.
Cartesian coordinates (Å):
C 3.56 2.15 -2.76  -0.295
C 3.84 1.28 -1.69  -0.292
C 3.05 0.12 -1.86  -0.289
H 4.50 1.48 -0.86  0.248
C 2.31 0.27 -3.05  -0.286
C 2.59 1.53 -3.59  -0.331
H 2.15 1.95 -4.48  0.227
H 4.00 3.12 -2.92  0.224
H 3.00 -0.71 -1.18  0.249
H 1.60 -0.44 -3.43  0.237
Ti 1.65 1.91 -1.51  0.815
Br 2.05 1.13 0.89  -0.468
C -0.03 3.29 -0.76  -0.250
C 0.05 3.40 -2.17  -0.332
C 1.30 3.96 -2.48  -0.301
H -0.69 3.07 -2.88  0.232
C 2.00 4.18 -1.26  -0.341
C 1.16 3.80 -0.21  -0.263
H 1.40 3.82 0.83  0.248
H -0.84 2.85 -0.22  0.273
H 1.67 4.17 -3.47  0.220
H 3.00 4.57 -1.16  0.226
N -0.10 0.79 -0.43  -1.368
P -0.73 -0.64 0.20  1.617
C 0.29 -2.15 -0.18  -0.372
C -0.33 -3.24 -0.82  -0.136
C 0.39 -4.40 -1.12  -0.252
C 1.74 -4.47 -0.81  -0.221
C 2.36 -3.40 -0.16  -0.209
C 1.63 -2.26 0.17  -0.205
C -0.79 -0.02 2.04  -0.324
C -1.12 -0.83 3.15  -0.229
C -1.23 -0.28 4.45  -0.232
C -1.02 1.08 4.67  -0.226
C -0.69 1.89 3.61  -0.257
C -0.59 1.36 2.33  -0.081
C -2.54 -1.17 0.29  -0.352
C -2.75 -2.39 0.98  -0.219
C -4.02 -2.89 1.25  -0.217
C -5.14 -2.18 0.83  -0.226
C -4.97 -0.97 0.14  -0.237
C -3.68 -0.45 -0.13  -0.132
H -1.38 -3.22 -1.09  0.209
H -0.11 -5.24 -1.60  0.202
H 2.31 -5.36 -1.06  0.201
H 3.42 -3.45 0.08  0.208
H 2.13 -1.47 0.69  0.262
H -1.31 -1.88 3.06  0.197
H -1.51 -0.90 5.29  0.193
H -1.11 1.51 5.66  0.194
H -0.52 2.96 3.76  0.201
H -0.37 2.08 1.59  0.219
H -1.92 -2.98 1.33  0.214
H -4.13 -3.83 1.79  0.202
H -6.12 -2.58 1.05  0.202
H -5.86 -0.43 -0.16  0.203
H -3.58 0.49 -0.63  0.218

Output
**ΔE to the lowest compared entry with this formula, charge and spin**: 51.0 kJ/mol
**LUMO level (spin up / spin down)**: 2.6 / 2.6 eV
**Net charge**: -1
**Multiplicity**: 2
**HOMO (spin up / spin down)**: -2.694 / -2.705 eV



Entry 5:
The following is a DFT calculation (ωB97M-V/def2-TZVPD) of a gas-phase ion, C11H20BF3NO6 (charge -1) at a distorted geometry.

Last column: natural (NBO) charge in e.
Cartesian coordinates (Å):
C 3.64 2.48 0.22  -0.605
C 3.60 0.94 0.37  -0.402
C 2.26 0.38 0.92  -0.383
C 1.44 -0.37 -0.13  -0.202
C 1.37 0.39 -1.48  -0.636
C 0.04 -0.87 0.36  0.002
C -0.32 -2.11 -0.49  -0.080
O -0.73 -1.70 -1.85  -0.533
C -1.41 -2.60 -2.52  1.171
F -2.74 -2.60 -2.22  -0.351
F -1.00 -3.87 -2.36  -0.338
F -1.33 -2.33 -3.84  -0.332
C 0.17 -1.42 1.82  0.757
O 0.17 -2.66 1.92  -0.773
O 0.29 -0.58 2.72  -0.759
N -1.01 0.15 0.15  -0.785
C -2.33 -0.30 0.51  0.108
O -3.16 0.85 0.34  -0.551
C -4.52 0.51 0.31  -0.239
B -0.81 1.46 0.81  1.335
O -0.20 2.49 0.08  -0.962
O -1.21 1.73 2.10  -0.940
H 2.96 2.95 0.93  0.206
H 3.35 2.77 -0.78  0.200
H 4.64 2.84 0.43  0.190
H 3.85 0.47 -0.58  0.193
H 4.39 0.68 1.08  0.191
H 2.50 -0.29 1.74  0.228
H 1.71 1.21 1.37  0.194
H 2.00 -1.28 -0.33  0.198
H 2.08 -0.03 -2.19  0.191
H 0.37 0.39 -1.89  0.240
H 1.64 1.43 -1.34  0.208
H 0.51 -2.80 -0.56  0.210
H -1.14 -2.66 -0.04  0.208
H -2.40 -0.61 1.56  0.166
H -2.70 -1.08 -0.15  0.161
H -4.75 -0.15 -0.53  0.162
H -4.82 -0.01 1.23  0.164
H -5.11 1.42 0.19  0.182
H -0.84 2.81 -0.56  0.496
H -0.47 1.98 2.66  0.509

Output
**SMILES**: CCC[C@H](C)[C@@](COC(F)(F)F)(C(=O)[O-])N(COC)B(O)O
**LUMO level**: 3.0 eV
**Net charge**: -1
**Multiplicity**: 1
**HOMO**: -4.601 eV



Entry 6:
The following is a DFT calculation (ωB97M-V/def2-TZVPD) of a molecular structure, C11H60O25VZr at a distorted geometry.

Last column: Mulliken charge in e.
Cartesian coordinates (Å):
O 11.21 6.81 12.27  -0.850
V 10.07 7.57 13.05  0.942
O 9.13 6.59 13.85  -0.752
Zr 12.53 9.77 11.29  0.417
O 11.72 11.45 12.00  1.369
C 10.58 11.46 12.71  -1.306
C 9.71 10.40 12.15  -0.289
O 10.56 9.38 11.84  2.270
H 10.22 12.52 12.69  0.427
H 10.80 11.10 13.72  0.114
H 9.18 10.64 11.22  0.298
H 8.87 10.10 12.81  0.257
O 13.06 9.63 13.71  -0.475
C 14.28 8.97 13.99  -0.683
C 14.51 8.03 12.77  -0.623
O 13.93 8.49 11.50  -0.461
H 14.24 8.40 14.89  0.428
H 15.02 9.78 14.02  0.253
H 13.91 7.13 12.94  0.349
H 15.59 7.91 12.74  0.392
O 9.37 11.47 8.79  -0.668
H 9.33 12.28 8.30  0.292
H 10.16 11.57 9.30  0.071
O 12.45 13.41 8.16  -0.655
H 12.10 13.92 8.93  0.362
H 13.29 13.82 7.98  0.211
O 14.28 11.32 11.16  -0.511
H 14.89 11.07 10.37  0.282
H 14.19 12.29 11.13  0.102
O 11.46 4.88 10.00  -0.637
H 11.46 5.06 10.96  0.292
H 10.56 4.55 9.88  0.300
O 10.72 8.61 14.42  -0.586
H 10.45 8.55 15.33  0.047
H 12.24 9.24 14.12  0.072
O 8.57 7.53 11.66  -0.427
H 8.60 7.82 10.73  0.275
H 7.88 6.88 11.89  0.400
O 13.39 15.69 12.20  -0.667
H 12.57 15.98 12.61  0.272
H 13.73 15.06 12.80  0.372
O 14.24 6.08 8.75  -0.598
H 13.53 5.59 9.25  0.248
H 15.05 5.65 9.18  0.299
O 15.92 10.31 9.13  -0.481
H 16.31 11.08 8.64  0.305
H 16.66 9.74 9.46  0.234
O 6.37 5.59 12.59  -0.621
H 6.04 4.73 12.44  0.286
H 6.57 5.57 13.57  0.324
O 13.71 8.87 7.54  -0.412
H 13.69 7.94 7.58  0.078
H 14.04 9.14 6.69  0.196
O 11.14 13.79 10.46  -0.655
H 11.69 13.33 11.11  0.235
H 11.05 14.69 10.76  0.233
O 12.51 10.73 9.13  0.421
H 12.96 10.13 8.45  0.025
H 12.55 11.65 8.78  0.022
O 11.80 8.18 9.56  0.352
H 10.87 8.32 9.32  -0.013
H 11.82 7.22 9.80  -0.053
C 7.62 8.02 6.88  -1.538
C 9.02 8.07 7.53  0.445
C 10.00 8.95 6.76  -0.741
O 9.04 8.51 8.98  -0.668
H 7.76 7.84 5.83  0.415
H 7.11 8.97 7.00  0.338
H 7.00 7.29 7.37  0.365
H 9.37 7.04 7.63  0.254
H 10.29 8.59 5.79  0.520
H 10.93 9.08 7.32  -0.033
H 9.59 9.98 6.69  0.237
H 9.01 9.48 9.06  0.131
C 16.06 15.62 5.74  -0.570
O 16.84 14.34 5.65  -0.495
H 14.97 15.39 5.54  0.198
H 16.11 16.06 6.74  0.219
H 16.49 16.31 5.04  0.332
H 17.65 14.61 5.23  0.261
C 17.26 10.73 6.55  -0.637
O 16.69 11.89 7.05  -0.485
H 17.47 10.72 5.47  0.381
H 18.18 10.40 7.03  0.304
H 16.53 9.93 6.58  0.106
H 16.96 12.66 6.54  0.311
C 16.21 14.16 10.07  -0.378
O 14.83 14.15 10.11  -0.265
H 16.57 15.20 10.06  0.343
H 16.57 13.50 10.83  0.196
H 16.51 13.79 9.06  -0.038
H 14.49 14.94 10.56  0.192
C 14.51 12.61 14.55  -0.610
O 13.69 13.21 13.50  -0.489
H 15.47 12.28 14.10  0.232
H 14.69 13.34 15.39  0.306
H 13.97 11.84 14.97  0.153
H 13.17 12.51 13.04  0.006

Output
**LUMO level**: -1.7 eV
**Net charge**: +1
**Multiplicity**: 1
**HOMO**: -11.925 eV